Run A
{
  "formula": "CH2N2OS",
  "method": "ωB97M-V/def2-TZVPD",
  "symbols": ["C", "N", "N", "O", "S", "H", "H"],
  "xyz": [[0.133, 0.128, 0.215], [-0.160, 1.096, 0.916], [-0.803, 2.063, 1.442], [-1.042, 3.142, 0.800], [-0.703, 3.511, -0.757], [1.058, -0.362, 0.373], [-0.457, -0.592, -0.250]],
  "gap_ha": [0.26502, 0.26498],
  "molar_mass_g_mol": 90.1
}



Run B
{
  "formula": "CH2N2OS",
  "method": "ωB97M-V/def2-TZVPD",
  "symbols": ["C", "N", "N", "O", "S", "H", "H"],
  "xyz": [[-1.189, -0.388, -0.237], [-2.327, -1.053, -0.124], [1.155, -0.067, 1.052], [0.045, 1.896, -0.212], [0.315, 0.499, -0.125], [1.278, -1.081, 1.112], [0.723, 0.194, -1.466]],
  "smiles": "N#C[S@H](=N)=O",
  "gap_ha": 0.38090,
  "molar_mass_g_mol": 90.1
}



Calculated relative energies: run A 1.157; run B 0.000, given in eV



Run A
{
  "formula": "C5H10NO3",
  "method": "ωB97M-V/def2-TZVPD",
  "symbols": ["O", "C", "O", "C", "C", "C", "C", "N", "H", "H", "H", "H", "H", "H", "H", "H", "H", "H", "O"],
  "xyz": [[-2.359, -2.187, -1.636], [-1.382, -1.425, -1.497], [-0.868, -0.658, -2.348], [-0.644, -1.508, -0.110], [0.814, -1.200, -0.130], [1.045, 0.307, 0.301], [0.467, 1.306, -0.372], [0.853, 2.650, -0.264], [-1.353, -0.920, 0.481], [-1.097, -2.429, 0.372], [1.495, -1.789, 0.517], [1.207, -1.104, -1.154], [1.860, 0.482, 0.979], [-0.390, 1.075, -0.977], [1.073, 3.019, -1.183], [1.712, 2.809, 0.256], [-0.049, 0.807, 2.310], [-1.440, 0.161, 1.880], [-0.944, 0.603, 2.574]],
  "total_charge": -1,
  "gap_ha": 0.28499,
  "molar_mass_g_mol": 132.1
}



Run B
{
  "formula": "C5H10NO3",
  "method": "ωB97M-V/def2-TZVPD",
  "symbols": ["C", "C", "C", "C", "C", "N", "O", "O", "O", "H", "H", "H", "H", "H", "H", "H", "H", "H", "H"],
  "xyz": [[0.796, 0.100, -1.278], [-0.209, 0.974, -0.584], [1.608, -0.572, -0.304], [-0.603, 0.368, 0.807], [-1.855, -0.550, 0.606], [0.699, -0.911, 0.853], [1.240, -0.714, 2.165], [-0.529, 0.968, 1.942], [-2.393, -0.708, 1.853], [0.242, -0.485, -1.991], [1.507, 0.728, -1.861], [0.232, 1.938, -0.241], [-1.212, 1.155, -1.037], [1.965, -1.559, -0.557], [2.552, -0.097, 0.079], [-1.435, -1.525, 0.080], [-2.604, -0.090, -0.025], [-1.799, -0.116, 2.405], [0.832, 0.042, 2.605]],
  "total_charge": -1,
  "smiles": "[O-][C@@]1(CO)CCCN1O",
  "gap_ha": 0.27176,
  "molar_mass_g_mol": 132.1
}



Calculated relative energies: run A 0.000; run B 2.460, given in eV



Run A
{
  "formula": "C15H19CsN6S",
  "method": "ωB97M-V/def2-TZVPD",
  "symbols": ["Cs", "N", "C", "S", "N", "N", "C", "C", "C", "C", "C", "C", "C", "C", "C", "C", "C", "C", "N", "H", "H", "H", "H", "H", "H", "H", "H", "H", "H", "H", "N", "C", "C", "N", "H", "H", "H", "H", "H", "H", "H", "H"],
  "xyz": [[0.062, -0.300, -0.209], [3.068, 0.647, 3.819], [2.033, 0.416, 2.942], [1.998, 1.439, 1.539], [1.221, -0.531, 3.363], [0.369, -1.062, 2.427], [-0.818, -1.397, 2.790], [-1.524, -1.137, 4.077], [-0.881, -0.747, 5.256], [-1.613, -0.518, 6.412], [-2.990, -0.659, 6.426], [-3.643, -1.049, 5.265], [-2.917, -1.291, 4.110], [-1.577, -2.224, 1.768], [-1.347, -3.594, 1.721], [-2.037, -4.364, 0.801], [-2.947, -3.743, -0.041], [-3.116, -2.373, 0.076], [-2.450, -1.619, 0.951], [3.487, 1.558, 3.779], [2.989, 0.204, 4.720], [0.189, -0.626, 5.251], [-1.089, -0.218, 7.311], [-3.552, -0.469, 7.331], [-4.718, -1.167, 5.251], [-3.449, -1.587, 3.218], [-0.632, -4.037, 2.401], [-1.872, -5.432, 0.743], [-3.515, -4.300, -0.773], [-3.817, -1.849, -0.565], [-0.662, 0.755, -3.315], [-1.720, 1.768, -3.321], [-1.528, 2.791, -2.214], [-1.795, 2.230, -0.891], [0.224, 1.188, -3.555], [-0.834, 0.060, -4.032], [-2.677, 1.258, -3.174], [-1.793, 2.301, -4.278], [-2.149, 3.666, -2.442], [-0.492, 3.142, -2.228], [-2.791, 2.136, -0.733], [-1.437, 2.835, -0.161]],
  "gap_ha": 0.24744,
  "molar_mass_g_mol": 448.3
}



Run B
{
  "formula": "C15H19CsN6S",
  "method": "ωB97M-V/def2-TZVPD",
  "symbols": ["Cs", "N", "C", "S", "N", "N", "C", "C", "C", "C", "C", "C", "C", "C", "C", "C", "C", "C", "N", "H", "H", "H", "H", "H", "H", "H", "H", "H", "H", "H", "N", "C", "C", "N", "H", "H", "H", "H", "H", "H", "H", "H"],
  "xyz": [[1.995, -0.688, 0.091], [1.776, 4.329, 0.629], [1.639, 2.985, 0.490], [3.105, 2.075, 0.562], [0.356, 2.652, 0.327], [0.049, 1.343, 0.199], [-1.216, 1.105, 0.040], [-2.257, 2.173, 0.034], [-2.534, 2.913, 1.181], [-3.523, 3.882, 1.172], [-4.247, 4.135, 0.012], [-3.973, 3.411, -1.137], [-2.985, 2.434, -1.121], [-1.667, -0.304, -0.120], [-3.027, -0.634, -0.132], [-3.407, -1.954, -0.287], [-2.437, -2.936, -0.423], [-1.115, -2.526, -0.383], [-0.736, -1.262, -0.237], [2.697, 4.721, 0.652], [0.964, 4.905, 0.488], [-1.956, 2.732, 2.078], [-3.729, 4.446, 2.072], [-5.017, 4.896, 0.006], [-4.525, 3.604, -2.048], [-2.776, 1.868, -2.022], [-3.772, 0.139, -0.015], [-4.458, -2.214, -0.297], [-2.690, -3.979, -0.550], [-0.312, -3.256, -0.466], [3.808, -2.677, -1.553], [4.741, -3.390, -0.674], [4.038, -4.038, 0.510], [3.565, -3.050, 1.485], [3.210, -3.344, -2.028], [4.318, -2.187, -2.279], [5.473, -2.668, -0.302], [5.304, -4.172, -1.197], [4.725, -4.773, 0.945], [3.170, -4.596, 0.146], [4.360, -2.588, 1.915], [3.066, -3.512, 2.236]],
  "gap_ha": 0.24379,
  "molar_mass_g_mol": 448.3
}



Calculated relative energies: run A 0.083; run B 0.000, given in eV



Run A
{
  "formula": "C4H13N2",
  "method": "ωB97M-V/def2-TZVPD",
  "symbols": ["C", "N", "C", "C", "N", "C", "H", "H", "H", "H", "H", "H", "H", "H", "H", "H", "H", "H", "H"],
  "xyz": [[0.411, 0.479, 1.190], [-0.967, 0.952, 0.749], [-1.153, 2.360, 0.481], [1.117, -0.619, 0.318], [0.536, -0.818, -1.077], [0.043, -2.221, -1.452], [0.244, 0.053, 2.171], [1.002, 1.394, 1.192], [-1.563, 0.569, 1.488], [-0.293, 2.785, -0.037], [-1.140, 2.815, 1.496], [-2.090, 2.512, -0.039], [0.977, -1.579, 0.788], [2.146, -0.313, 0.264], [-0.305, -0.265, -1.094], [1.165, -0.516, -1.823], [-0.743, -2.086, -2.187], [-0.249, -2.723, -0.531], [0.861, -2.779, -1.896]],
  "total_charge": 2,
  "s_squared": 0.75,
  "gap_ha": [0.51403, 0.35329],
  "multiplicity": 2,
  "molar_mass_g_mol": 89.2
}



Run B
{
  "formula": "C4H13N2",
  "method": "ωB97M-V/def2-TZVPD",
  "symbols": ["C", "C", "C", "N", "H", "H", "H", "H", "H", "H", "H", "H", "C", "N", "H", "H", "H", "H", "H"],
  "xyz": [[1.561, 0.402, -1.159], [1.701, -0.003, 0.297], [0.351, 0.415, 2.142], [0.504, -0.266, 1.071], [1.074, -0.414, -1.663], [1.074, 1.380, -1.313], [2.636, 0.413, -1.562], [2.359, -0.918, 0.407], [2.189, 0.826, 0.737], [-0.538, 0.311, 2.848], [1.135, 1.129, 2.503], [-0.636, -0.617, -0.018], [-2.269, 0.336, -1.108], [-1.492, -0.872, -0.715], [-3.069, 0.065, -1.869], [-1.555, 1.013, -1.599], [-2.609, 0.797, -0.162], [-2.120, -1.588, -0.313], [-1.092, -1.332, -1.526]],
  "total_charge": 2,
  "s_squared": 0.76,
  "gap_ha": [0.43854, 0.26122],
  "multiplicity": 2,
  "molar_mass_g_mol": 89.2
}



Calculated relative energies: run A 0.000; run B 1.504, given in eV



Run A
{
  "formula": "H2N2O3",
  "method": "ωB97M-V/def2-TZVPD",
  "symbols": ["N", "N", "O", "O", "O", "H", "H"],
  "xyz": [[-0.190, -0.613, 0.214], [2.431, -0.047, -0.058], [3.339, -0.772, -0.024], [2.205, 1.081, 0.013], [-0.396, 0.687, -0.128], [-0.258, -1.280, -0.508], [-0.463, 1.247, 0.648]],
  "gap_ha": [0.36308, 0.31951],
  "molar_mass_g_mol": 78.0
}



Run B
{
  "formula": "H2N2O3",
  "method": "ωB97M-V/def2-TZVPD",
  "symbols": ["N", "N", "O", "O", "O", "H", "H"],
  "xyz": [[-2.872, 0.461, -0.383], [-1.988, -0.031, 0.065], [1.565, 0.685, 0.208], [-1.071, -0.545, 0.528], [1.293, -0.613, -0.302], [1.328, -0.458, -1.255], [1.744, 0.501, 1.140]],
  "smiles": "N#[N+][O-].OO",
  "gap_ha": 0.40100,
  "molar_mass_g_mol": 78.0
}



Calculated relative energies: run A 1.918; run B 0.000, given in eV



Run A
{
  "formula": "CH3FO2S",
  "method": "ωB97M-V/def2-TZVPD",
  "symbols": ["C", "O", "O", "F", "S", "H", "H", "H"],
  "xyz": [[-1.102, 0.325, -0.874], [1.177, -3.468, -0.645], [0.085, -0.246, -0.432], [-2.273, -0.505, -0.764], [1.775, -2.316, -0.004], [-1.097, 1.263, -0.256], [-1.237, 0.628, -1.974], [1.139, -2.039, 1.239]],
  "gap_ha": [0.35119, 0.23340],
  "molar_mass_g_mol": 98.1
}



Run B
{
  "formula": "CH3FO2S",
  "method": "ωB97M-V/def2-TZVPD",
  "symbols": ["C", "O", "O", "F", "S", "H", "H", "H"],
  "xyz": [[0.703, 0.672, -0.149], [-1.995, 0.056, -0.256], [-0.747, -1.090, 1.545], [1.828, 0.388, 0.580], [-0.808, -0.572, 0.194], [0.883, 0.437, -1.246], [0.526, 1.786, -0.115], [-0.392, -1.678, -0.553]],
  "smiles": "O=[SH](=O)CF",
  "gap_ha": 0.42274,
  "molar_mass_g_mol": 98.1
}



Calculated relative energies: run A 2.235; run B 0.000, given in eV